one) DFT (wB97M-V/def2-TZVPD) results for a molecular structure, C4H10NOS.

Summary:
- HOMO-LUMO gap: 7.12 eV
- Highest occupied orbital energy: -0.1150 Eh
- Charge: -1

Positions of all 17 atoms, in Å:
C -2.16190 -0.06162 -0.07175
C -1.36206 -1.24995 -0.61207
S 0.38479 -1.41173 -0.07741
N -1.68082 1.26130 -0.41581
H -2.21619 -0.13128 0.99380
H -3.19327 -0.15775 -0.43458
H -1.41109 -1.25809 -1.70473
H -1.84886 -2.16092 -0.26218
H -1.70729 1.38999 -1.41495
H -0.69222 1.35435 -0.16686
O 1.23389 1.63400 -0.12828
C 1.78546 0.54233 -0.11639
C 2.52577 0.10015 1.13122
H 2.19342 0.13287 -1.05220
H 3.07770 -0.82510 0.97182
H 1.84297 -0.05354 1.95077
H 3.22973 0.89498 1.40959

***

two) DFT (wB97M-V/def2-TZVPD) results for a gas-phase ion, C4H10NOS (charge -1).

Summary:
- HOMO-LUMO gap: 5.71 eV
- Highest occupied orbital energy: -0.0970 Eh
- Structure (SMILES): C[C@H](CS)NC[O-]
- Charge: -1

Positions of all 17 atoms, in Å:
C 1.38316 -0.30282 0.03972
C -0.08884 -0.04100 0.37941
C -0.98857 -0.68953 -0.72151
S -1.05575 -2.54639 -0.75007
N -0.49241 1.39076 0.37380
C 0.62981 2.43138 0.26859
O 1.28504 2.60439 1.40588
H 2.08404 0.04182 0.79886
H 1.61436 -1.36505 -0.07116
H 1.61946 0.17345 -0.91304
H -0.28653 -0.58492 1.31277
H -1.99644 -0.34281 -0.52416
H -0.58190 -0.33090 -1.66136
H 0.24413 -2.66890 -0.97700
H -0.82494 1.45457 1.32706
H 1.31125 2.08494 -0.54766
H 0.06469 3.27369 -0.20946

***

Tell me which of them is the most stable. Sure, it is one).

***

one) DFT (wB97M-V/def2-TZVPD) results for a single C2H4ClNOS molecule.

Summary:
- HOMO-LUMO gap: 8.95 eV
- Highest occupied orbital energy: -0.3248 Eh
- Structure (SMILES): ONC(=S)CCl

Positions of all 10 atoms, in Å:
C -0.03970 -0.10478 -0.84824
C 0.74399 0.93302 -0.03366
H -0.64331 -0.95289 1.77415
H -1.23283 -1.63152 -0.59667
H 0.10168 1.68827 0.42975
H 1.39172 1.48257 -0.68334
N -0.83093 -0.87385 -0.09559
O -1.20364 -0.49813 1.12705
S 0.15492 -0.21382 -2.50890
Cl 1.55808 0.17113 1.43545

***

two) DFT (wB97M-V/def2-TZVPD) results for a single C2H4ClNOS molecule.

Summary:
- HOMO-LUMO gap: 8.82 eV
- Highest occupied orbital energy: -0.3314 Eh
- Structure (SMILES): ONC(=S)CCl

Positions of all 10 atoms, in Å:
C -0.81567 -0.02203 0.38456
C 0.53640 0.55525 0.89092
H 0.87851 -0.23425 -1.88771
H -1.14960 -1.53050 -1.07663
H 1.28913 -0.19187 0.82624
H 0.42191 0.96584 1.89231
N -0.67340 -0.65196 -0.85545
O 0.64905 -0.90930 -1.21902
S -2.26148 0.08237 1.18149
Cl 1.12514 1.93644 -0.13671

***

Tell me which of them is the most stable. Sure, it is two).

***

one) DFT (wB97M-V/def2-TZVPD) results for 2 unconnected molecules or ions with the total composition C7H13O.

Summary:
- HOMO-LUMO gap (spin up / spin down): 6.61 / 6.84 eV
- <S²>: 0.75
- Spin multiplicity: 2
- Highest occupied orbital energy (spin up / spin down): -0.3368 / -0.3453 Eh

Positions of all 21 atoms, in Å:
C -1.43571 -2.41719 0.54488
O -2.47066 -2.75358 -0.31993
C -0.29655 -1.75158 -0.13466
C -0.49155 -0.25657 -0.33072
C 0.58996 0.68485 0.46653
C 1.33005 1.56188 -0.48784
C 0.95438 3.07854 -0.39195
C 2.20282 2.54394 0.40124
H -1.85250 -1.83429 1.48330
H -1.00388 -3.37634 0.94630
H -0.26278 -2.29834 -1.06952
H 0.66633 -1.93211 0.35409
H -0.57559 0.00531 -1.38812
H -1.54652 -0.03073 -0.04247
H 1.47274 0.07532 1.00377
H 0.24839 1.27676 1.31131
H 1.79361 1.12743 -1.45808
H -0.63139 -1.10317 1.81765
H 1.01851 3.47178 -1.38008
H 3.24792 2.55474 0.32367
H 0.07010 3.42906 0.25284

***

two) DFT (wB97M-V/def2-TZVPD) results for 2 unconnected molecules or ions with the total composition C7H13O.

Summary:
- HOMO-LUMO gap (spin up / spin down): 6.31 / 9.14 eV
- <S²>: 1.81
- Spin multiplicity: 2
- Highest occupied orbital energy (spin up / spin down): -0.2974 / -0.3564 Eh

Positions of all 21 atoms, in Å:
C 2.98916 0.01138 -0.51839
O 4.07584 0.64639 0.00412
C 1.67296 0.14548 0.36930
C 0.50302 -0.74838 -0.22627
C -0.97281 -0.62913 0.02452
C -1.93497 -1.35215 -0.61790
C -1.26954 0.49834 1.09104
C -1.33927 1.82550 0.29547
H 2.76125 0.24668 -1.60020
H 3.08266 -1.13059 -0.64557
H 1.98580 -0.20097 1.36897
H 1.48557 1.26885 0.42420
H -2.14109 -3.26006 -0.96797
H 0.67130 -1.33048 -1.14854
H -2.99927 -1.02472 -0.68905
H -1.88573 -2.44984 -0.68858
H -0.50102 0.72378 1.82956
H -2.21543 0.20259 1.63124
H -1.26166 2.84684 0.86932
H -2.24510 1.84974 -0.38430
H -0.46167 1.86075 -0.42096

***

Tell me which of them is the most stable. Sure, it is two).